This record from the Open Molecules 2025 dataset describes 2 unconnected molecules or ions with the total composition C2H8BNO3 at a distorted geometry. The level of theory is ωB97M-V/def2-TZVPD.

The calculation puts the molar mass at 104.90 g mol⁻¹. Its charge is 0. Its energy above the lowest of the compared OMol25 structures with the same formula, charge and spin is 8.0301 eV. The value obtained for the gap between HOMO and LUMO (spin up / spin down) is 6.82 / 8.25 eV. As for the HOMO energy (spin up / spin down): -6.6 / -8.0 eV.

CARTESIAN COORDINATES (ANGSTROEM)
B: -0.333 0.853 0.117
C: 0.440 3.037 -0.618
C: 0.474 -0.907 -1.589
N: -0.142 -2.518 1.930
O: -0.097 2.088 0.407
O: 0.316 -0.013 -0.578
O: -1.305 -2.112 1.127
H: 0.977 2.544 -1.366
H: 1.167 3.751 -0.116
H: -0.531 3.595 -0.973
H: -0.447 -1.155 -2.139
H: -1.149 -2.107 0.185
H: 1.265 -1.680 -1.454
H: -0.201 -1.903 2.745
H: -0.434 -3.473 2.321

Atoms 1-3, force components in eV/Å:
-1.3 -1.4 1.1
-2.1 2.0 2.2
-0.3 -0.5 0.3